{
  "formula": "C49H79NO21",
  "method": "wB97M-V/def2-TZVPD",
  "symbols": ["C", "C", "C", "C", "C", "C", "N", "O", "C", "C", "C", "H", "H", "H", "H", "H", "H", "H", "H", "H", "H", "H", "H", "H", "H", "H", "H", "H", "H", "H", "O", "C", "O", "C", "C", "C", "H", "H", "H", "H", "H", "H", "O", "C", "O", "C", "C", "C", "H", "H", "H", "H", "H", "H", "O", "C", "O", "C", "C", "C", "H", "H", "H", "H", "H", "H", "O", "C", "O", "C", "C", "C", "H", "H", "H", "H", "H", "H", "O", "C", "O", "C", "C", "C", "H", "H", "H", "H", "H", "H", "O", "C", "O", "C", "C", "C", "H", "H", "H", "H", "H", "H", "O", "C", "O", "C", "C", "C", "H", "H", "H", "H", "H", "H", "O", "C", "O", "C", "C", "C", "H", "H", "H", "H", "H", "H", "O", "C", "O", "C", "C", "C", "H", "H", "H", "H", "H", "H", "O", "C", "O", "C", "C", "C", "H", "H", "H", "H", "H", "H"],
  "positions_angstrom": [[-2.559282, 4.387559, 7.057609], [-4.049834, 4.580183, 7.527415], [-4.303028, 6.078891, 7.577622], [-5.839556, 6.464057, 7.518833], [-6.530041, 5.792242, 6.360261], [-6.396111, 4.266023, 6.427919], [-4.947492, 3.877448, 6.535210], [-4.668308, 2.499797, 6.379750], [-7.292521, 3.756797, 7.518148], [-6.977734, 3.758395, 5.089373], [-4.228940, 3.857184, 8.816433], [-2.294874, 4.695567, 6.046013], [-2.300810, 3.337830, 6.918437], [-1.834139, 4.788377, 7.765856], [-3.865318, 6.608315, 8.423922], [-3.959652, 6.426187, 6.603162], [-5.798871, 7.547341, 7.405095], [-6.309213, 6.293033, 8.487479], [-6.024309, 6.134996, 5.457570], [-7.555591, 6.160059, 6.327889], [-7.166639, 2.686589, 7.682186], [-7.308250, 4.290853, 8.468223], [-8.298453, 3.869966, 7.113910], [-7.169148, 2.685340, 5.092157], [-7.854113, 4.310797, 4.750391], [-6.301039, 3.844916, 4.239254], [-3.646998, 2.936274, 8.853354], [-5.223745, 3.514532, 9.101133], [-3.837825, 4.431435, 9.656288], [-4.888177, 2.181722, 7.258431], [-6.728126, 5.516202, -3.935466], [-6.846805, 4.345160, -3.703699], [-5.790954, 3.605272, -3.852411], [-5.930154, 2.263713, -3.488806], [-7.410198, 2.097829, -3.164084], [-8.044919, 3.491501, -3.396452], [-5.315403, 1.969869, -2.638017], [-5.621988, 1.522048, -4.225731], [-7.607153, 1.788141, -2.137735], [-7.813674, 1.313435, -3.804425], [-8.395984, 3.897827, -2.447895], [-8.862461, 3.467844, -4.116989], [-2.451967, -4.325868, 10.196946], [-1.282798, -4.068164, 9.880567], [-0.582547, -3.220810, 10.563265], [0.695798, -2.921144, 10.001853], [0.631460, -3.684258, 8.713896], [-0.481879, -4.786773, 8.823865], [1.503036, -3.457367, 10.500775], [0.782930, -1.837913, 9.917479], [1.539308, -4.124016, 8.300939], [0.275072, -2.966929, 7.974617], [-0.142062, -5.656101, 9.386794], [-1.003984, -5.000701, 7.891265], [5.571893, -1.504141, -12.314831], [5.401287, -0.714368, -11.425025], [5.226472, -1.086604, -10.155259], [5.019005, -0.038180, -9.219637], [5.103832, 1.130912, -10.097762], [4.975966, 0.695307, -11.568052], [5.933505, 0.032751, -8.630786], [4.140497, -0.106915, -8.578077], [6.106116, 1.550081, -10.009353], [4.451351, 1.975230, -9.875373], [5.582360, 1.208034, -12.314708], [3.977223, 0.851129, -11.975881], [-3.881403, -1.802053, -9.478854], [-3.637732, -0.627491, -9.454890], [-2.566699, -0.170261, -8.890348], [-2.266472, 1.266561, -9.014112], [-3.531180, 1.753807, -9.703719], [-4.318918, 0.512935, -10.129370], [-1.374532, 1.322505, -9.638144], [-2.208002, 1.856144, -8.099198], [-3.310052, 2.442391, -10.519226], [-4.139852, 2.374098, -9.045803], [-4.425540, 0.349229, -11.201718], [-5.283148, 0.604576, -9.629409], [1.478847, 9.748526, -2.045250], [0.646776, 8.926247, -1.630938], [-0.319447, 9.293390, -0.780595], [-1.242996, 8.222314, -0.492109], [-0.588969, 7.019090, -0.987230], [0.495346, 7.483117, -1.999221], [-2.204420, 8.454202, -0.950363], [-1.530168, 8.278547, 0.557870], [-1.301404, 6.278630, -1.350909], [-0.138986, 6.480456, -0.153263], [0.092829, 7.250824, -2.985174], [1.399527, 6.875552, -1.961560], [13.494828, 2.974253, -0.307174], [12.437671, 2.601685, 0.115790], [11.318384, 2.575745, -0.589961], [10.117867, 2.233798, 0.118821], [10.689983, 2.233106, 1.578075], [12.149325, 2.136475, 1.534124], [9.814007, 1.265770, -0.279549], [9.350283, 3.007618, 0.129365], [10.194867, 1.374673, 2.032003], [10.471675, 3.147914, 2.129036], [12.453820, 1.089868, 1.537280], [12.601141, 2.730662, 2.328410], [-0.627173, -8.546821, 2.792997], [-1.710761, -8.747535, 2.220539], [-1.938891, -8.210517, 0.960881], [-3.340515, -8.251560, 0.630901], [-3.767964, -9.541904, 1.338830], [-2.968503, -9.589681, 2.651137], [-3.382993, -8.256068, -0.458262], [-3.829770, -7.336248, 0.963956], [-3.619881, -10.496502, 0.833951], [-4.786740, -9.392180, 1.696306], [-2.699405, -10.590979, 2.987452], [-3.404912, -9.109073, 3.526724], [1.906973, 0.881048, -2.449787], [1.589836, 0.345114, -1.363001], [0.348342, -0.077435, -1.103526], [0.173686, -0.560436, 0.225470], [1.516273, -0.307182, 0.952829], [2.521124, 0.056481, -0.184859], [0.001250, -1.611668, -0.005374], [-0.630450, -0.004120, 0.707106], [1.797956, -1.289979, 1.330827], [1.515957, 0.318743, 1.845195], [3.213502, -0.687346, -0.579127], [3.195004, 0.909600, -0.106253], [7.478652, -4.594323, 2.441559], [7.886520, -5.218433, 1.494495], [8.838650, -4.724529, 0.647197], [9.285201, -5.580266, -0.387620], [8.759990, -6.990003, 0.095472], [7.504559, -6.624129, 0.968987], [10.368591, -5.548707, -0.503313], [8.771724, -5.249517, -1.290425], [9.429777, -7.526264, 0.767713], [8.576987, -7.595207, -0.792415], [7.372771, -7.309794, 1.806001], [6.545248, -6.532179, 0.459710], [3.075454, -5.320061, -4.492999], [2.042157, -5.921735, -4.673540], [2.039615, -7.281124, -4.858990], [0.755330, -7.756165, -5.341395], [0.083054, -6.472480, -5.839198], [0.623649, -5.409103, -5.003990], [0.263259, -8.371792, -4.588416], [0.976557, -8.396153, -6.195547], [-1.006364, -6.442008, -5.820741], [0.336192, -6.262873, -6.878474], [0.014733, -5.136405, -4.142039], [0.794447, -4.490144, -5.564753]],
  "forces_ev_per_a": [[-0.13, -0.94, -0.25], [0.64, -1.41, -1.23], [-2.55, -0.15, -1.17], [1.78, 0.26, 0.79], [1.14, 0.41, 0.40], [0.31, -0.04, -0.87], [0.08, 2.59, -1.63], [-0.59, 1.08, 0.65], [-1.11, -0.50, 0.27], [0.72, -0.69, -0.68], [0.62, -0.63, 2.09], [-0.58, 0.99, 0.03], [-0.33, -0.37, 0.66], [-0.18, 0.23, 0.08], [0.43, -0.35, -0.18], [0.56, 0.46, 0.23], [-0.42, 0.12, -0.13], [-0.17, -0.24, 0.00], [-0.07, 0.00, -0.25], [-0.21, -0.56, -0.16], [0.10, -0.07, 0.16], [0.45, -0.02, -0.03], [-0.26, -0.11, 0.18], [-0.37, -0.02, 0.32], [-0.28, -0.08, 0.55], [0.55, 0.37, 0.26], [0.25, -0.08, -0.22], [-0.31, 0.55, -0.29], [-0.04, 0.13, 0.14], [-0.01, -0.95, 0.29], [-0.96, 0.42, 0.51], [-0.96, 1.45, -1.71], [3.13, -1.41, -0.26], [-0.55, -1.44, 0.94], [-0.94, -0.30, 0.09], [0.26, -0.65, 1.12], [0.19, 0.72, 0.27], [0.04, 0.70, -0.75], [0.27, -0.09, -0.03], [-0.31, 0.21, 0.00], [-0.50, -0.10, -0.07], [0.35, 0.48, -0.09], [2.26, 0.66, -0.72], [-4.64, -2.57, 0.01], [0.86, 1.84, 1.73], [0.18, -1.83, -0.32], [-0.45, -0.49, -3.05], [1.05, 2.13, 1.22], [-0.08, 0.82, 1.20], [0.32, -0.29, 0.11], [0.30, 0.37, 0.42], [-0.03, -0.17, -0.47], [0.19, -0.38, -0.54], [0.06, -0.10, 0.40], [0.78, 0.06, 0.45], [-2.27, -0.99, -1.47], [0.22, -2.15, 1.09], [1.24, -0.09, -0.11], [0.25, 3.89, -1.68], [0.24, 1.11, 0.49], [-0.40, -0.59, 0.71], [-0.09, -0.57, -0.44], [0.08, 0.11, 0.09], [-0.20, -0.18, 0.21], [0.41, 0.17, 0.46], [-0.25, -0.79, 0.20], [-0.50, 0.00, 0.11], [-0.38, -0.46, -1.49], [3.37, 1.05, 2.76], [-1.52, -0.91, -1.07], [-0.36, 1.08, -1.01], [-0.93, 0.82, 0.44], [-0.01, 0.14, 0.28], [0.62, -0.98, 0.41], [0.10, -0.22, -0.25], [0.07, -0.22, 0.27], [-0.08, -0.03, 0.17], [-0.39, -0.26, -0.62], [-2.01, -2.30, 1.14], [2.08, 2.50, -1.69], [-0.20, 0.31, 0.41], [-1.15, 2.10, 0.30], [0.96, -2.59, 0.21], [-1.19, -1.50, 0.46], [0.13, 0.06, -0.71], [0.71, -0.27, 0.24], [0.01, 0.20, -0.49], [0.38, 0.14, 0.10], [0.12, 0.90, -0.31], [0.15, 0.43, 0.33], [-0.21, -0.19, -0.39], [1.08, 0.68, 1.30], [-0.92, 0.69, -2.16], [2.14, 0.43, 1.74], [-2.73, -0.93, 0.57], [0.62, -0.67, -0.86], [-0.35, 0.15, 0.32], [0.09, -0.09, -0.98], [0.11, 0.23, 0.73], [-0.72, -0.06, -0.23], [0.43, 0.01, 0.38], [0.45, -0.27, -0.40], [-3.48, -0.79, -1.58], [2.59, 0.34, 0.82], [0.39, 0.29, 1.26], [1.20, -1.17, -0.11], [-1.59, 0.47, 1.65], [1.79, 1.11, -0.79], [-0.16, -0.28, 0.08], [-0.10, -0.15, 0.36], [-0.18, 0.46, -0.50], [-0.44, -0.61, -0.70], [0.25, 0.10, -0.26], [-0.26, 0.24, -0.24], [-1.11, -1.75, 3.35], [1.35, 1.68, -2.95], [-0.12, 1.10, -0.82], [0.95, 0.40, -0.27], [1.24, -1.68, -0.30], [-0.88, 0.74, -0.75], [-0.43, -0.09, 1.12], [-0.25, -0.45, -0.22], [0.21, 0.02, 0.25], [-0.26, 0.46, -0.52], [-0.30, -0.69, 0.50], [-0.41, 0.25, 0.60], [0.35, -0.65, -1.03], [0.10, -0.37, -0.31], [0.27, 1.42, 1.07], [-1.22, -1.65, 1.00], [-0.85, 0.80, -0.35], [1.02, 0.39, 0.04], [-0.14, 0.23, 0.15], [0.22, -0.24, -0.23], [0.39, 0.25, -0.29], [-0.24, -0.21, 0.27], [-0.03, 0.10, -0.06], [0.13, -0.05, -0.27], [-1.45, -0.58, 0.27], [0.65, -0.04, -0.56], [-0.22, 0.11, 0.36], [0.73, 0.30, -0.81], [-1.62, -0.90, -0.85], [1.76, 1.86, 0.86], [-0.14, 0.43, 0.20], [0.01, -0.14, 0.14], [-0.05, -0.52, 0.10], [0.24, -0.37, -0.05], [0.26, -0.26, 0.24], [-0.15, 0.11, 0.12]],
  "mulliken_charge": [-1.903, 1.617, -1.050, -0.709, -1.155, 1.832, -0.037, -0.402, -1.930, -1.980, -1.831, 0.424, 0.418, 0.392, 0.424, 0.348, 0.400, 0.297, 0.406, 0.408, 0.426, 0.303, 0.486, 0.369, 0.398, 0.476, 0.500, 0.318, 0.378, 0.375, -0.598, 0.494, -0.340, -0.292, -0.465, -0.316, 0.216, 0.262, 0.278, 0.257, 0.215, 0.289, -0.628, 0.481, -0.316, -0.325, -0.634, -0.289, 0.261, 0.301, 0.376, 0.254, 0.238, 0.280, -0.568, 0.510, -0.339, -0.295, -0.569, -0.399, 0.211, 0.311, 0.232, 0.388, 0.276, 0.242, -0.606, 0.506, -0.369, -0.269, -0.572, -0.270, 0.259, 0.255, 0.309, 0.256, 0.314, 0.187, -0.607, 0.560, -0.351, -0.377, -0.456, -0.389, 0.225, 0.289, 0.348, 0.233, 0.232, 0.295, -0.567, 0.473, -0.355, -0.333, -0.565, -0.302, 0.309, 0.246, 0.307, 0.285, 0.221, 0.281, -0.591, 0.490, -0.343, -0.320, -0.421, -0.423, 0.263, 0.236, 0.295, 0.259, 0.291, 0.262, -0.638, 0.524, -0.349, -0.344, -0.453, -0.357, 0.288, 0.252, 0.214, 0.340, 0.253, 0.269, -0.571, 0.527, -0.353, -0.367, -0.531, -0.404, 0.284, 0.276, 0.274, 0.326, 0.280, 0.258, -0.583, 0.562, -0.363, -0.395, -0.443, -0.420, 0.280, 0.254, 0.325, 0.253, 0.286, 0.244],
  "smiles": "CC1(C)CCCC(C)(C)N1O.O=C1CCCO1.O=C1CCCO1.O=C1CCCO1.O=C1CCCO1.O=C1CCCO1.O=C1CCCO1.O=C1CCCO1.O=C1CCCO1.O=C1CCCO1.O=C1CCCO1",
  "e_lumo_ev": 0.0,
  "e_tot_ha": -3549.12387,
  "gap_ev": 8.44,
  "e_above_lowest_kj_mol": 102.1
}